Below is a structure of composition C52H70CdN3O4P in a non-equilibrium geometry, with properties calculated with wB97M-V/def2-TZVPD.

The geometry in XYZ format:
```
131
Properties=species:S:1:pos:R:3:mulliken_charge:R:1
Cd 0.25 0.08 0.64 1.279
C -2.75 -2.53 0.40 0.166
O -1.53 -3.03 0.90 -0.563
C -0.74 -2.40 1.81 0.606
C 0.64 -2.69 1.68 0.360
C 1.21 -3.47 0.51 -1.581
C 0.45 -3.28 -0.77 0.440
C -0.17 -4.36 -1.37 -0.690
C -0.95 -4.22 -2.50 0.003
C -1.10 -2.94 -3.02 -0.846
C -0.50 -1.83 -2.45 0.730
C -0.73 -0.44 -3.00 0.044
C -1.99 0.18 -2.43 0.291
C -3.20 -0.35 -2.83 -0.575
C -4.42 0.13 -2.36 -0.759
C -4.36 1.15 -1.43 -0.271
C -3.17 1.71 -0.98 0.517
C -3.36 2.70 0.16 -1.572
C -3.38 2.02 1.52 1.145
C -4.22 2.57 2.47 -0.391
C -4.40 2.00 3.72 -0.129
C -3.81 0.76 3.94 -0.661
C -2.99 0.16 3.01 0.580
C -2.58 -1.28 3.26 -1.785
C -1.16 -1.66 2.94 0.412
C -0.22 -1.36 3.93 -0.281
C 1.11 -1.76 3.87 -0.121
C 1.53 -2.37 2.70 -0.890
C 2.08 -1.58 5.03 1.940
C 2.70 -2.94 5.38 -1.671
C 3.17 -0.59 4.61 -1.693
C 1.39 -1.06 6.30 -2.113
C -2.66 0.83 1.81 -1.102
O -1.82 0.30 0.94 0.743
C -5.26 2.62 4.82 1.966
C -6.39 1.66 5.19 -1.669
C -4.37 2.89 6.05 -1.638
C -5.89 3.96 4.40 -2.117
C -1.97 1.24 -1.51 -0.128
O -0.69 1.69 -1.17 -0.164
C -0.49 2.99 -0.65 -0.941
C -5.72 -0.47 -2.87 2.082
C -6.95 0.19 -2.24 -2.314
C -5.80 -0.28 -4.39 -1.741
C -5.77 -1.96 -2.53 -1.398
C 0.33 -1.99 -1.33 0.200
O 1.05 -0.98 -0.84 -1.096
C -1.68 -5.41 -3.12 2.054
C -1.39 -6.71 -2.37 -2.189
C -3.18 -5.15 -3.05 -1.563
C -1.26 -5.57 -4.59 -1.854
H -3.60 -2.97 0.94 0.386
H -2.79 -2.85 -0.64 -0.565
H -2.80 -1.44 0.43 -0.255
H 1.20 -4.54 0.77 0.519
H 2.25 -3.17 0.37 0.422
H -0.05 -5.32 -0.90 0.499
H -1.71 -2.80 -3.90 0.611
H -0.83 -0.48 -4.08 1.207
H 0.13 0.17 -2.73 -1.983
H -3.19 -1.17 -3.53 0.292
H -5.28 1.52 -0.99 0.560
H -4.36 3.14 0.02 0.478
H -2.67 3.53 0.16 0.820
H -4.74 3.48 2.21 0.581
H -4.02 0.23 4.86 0.449
H -3.28 -1.93 2.73 0.367
H -2.73 -1.48 4.33 0.588
H -0.59 -0.84 4.80 0.715
H 2.56 -2.67 2.59 0.545
H 3.26 -3.36 4.55 0.343
H 1.91 -3.65 5.64 0.371
H 3.37 -2.84 6.23 0.463
H 3.75 -0.97 3.78 0.331
H 3.84 -0.39 5.44 0.462
H 2.71 0.36 4.31 0.326
H 0.59 -1.73 6.60 0.435
H 0.98 -0.06 6.15 0.397
H 2.11 -1.01 7.11 0.431
H -6.01 0.72 5.57 0.337
H -6.99 1.44 4.30 0.356
H -7.03 2.10 5.95 0.466
H -3.95 1.96 6.43 0.318
H -4.96 3.35 6.84 0.459
H -3.55 3.55 5.78 0.368
H -6.55 3.82 3.55 0.388
H -5.12 4.68 4.13 0.395
H -6.47 4.36 5.22 0.449
H -1.00 3.75 -1.25 0.241
H 0.59 3.16 -0.69 0.156
H -0.79 3.06 0.40 0.405
H -6.99 1.25 -2.47 0.426
H -6.95 0.05 -1.17 0.430
H -7.85 -0.28 -2.64 0.451
H -5.78 0.77 -4.65 0.384
H -6.73 -0.72 -4.76 0.481
H -4.97 -0.77 -4.90 0.286
H -5.68 -2.10 -1.46 0.272
H -4.97 -2.51 -3.02 0.134
H -6.72 -2.38 -2.86 0.526
H -1.71 -6.64 -1.34 0.399
H -0.33 -6.96 -2.40 0.425
H -1.93 -7.53 -2.84 0.434
H -3.48 -4.94 -2.02 0.202
H -3.74 -6.01 -3.40 0.556
H -3.46 -4.29 -3.66 0.309
H -0.19 -5.79 -4.66 0.421
H -1.45 -4.67 -5.15 0.300
H -1.81 -6.39 -5.04 0.464
C 5.21 1.60 -2.79 -0.948
N 4.23 0.79 -3.49 0.215
C 3.56 1.62 -4.47 -0.950
N 2.95 2.81 -3.90 0.190
C 3.96 3.56 -3.19 -0.999
N 4.65 2.79 -2.17 0.200
C 3.76 2.44 -1.09 -1.351
P 2.26 1.38 -1.56 1.204
C 3.28 0.17 -2.58 -1.111
C 1.83 2.47 -3.05 -1.107
H 5.97 1.92 -3.51 0.323
H 5.69 1.00 -2.02 0.391
H 2.78 1.03 -4.97 0.410
H 4.30 1.94 -5.21 0.280
H 3.50 4.44 -2.72 0.384
H 4.71 3.91 -3.92 0.296
H 3.39 3.37 -0.63 0.405
H 4.33 1.89 -0.33 0.410
H 2.59 -0.45 -3.15 0.309
H 3.83 -0.47 -1.88 0.440
H 1.41 3.41 -2.68 0.533
H 1.07 1.96 -3.65 0.390
```

* orbital gap: 6.52 eV
* ΔE to the lowest compared entry with this formula, charge and spin: 43.66 kcal/mol
* energy: -81573.538 eV
* M: 944.53 g mol⁻¹
* HOMO: -7.365 eV
* largest force on an atom: 1.424 eV/A
* net charge: 0